A molecular structure, C24H48BaNO12, computed with ωB97M-V/def2-TZVPD.

The geometry in XYZ format:
```
86
Properties=species:S:1:pos:R:3:forces:R:3
Ba -1.09759 -0.00910 3.38821 1.3 0.0 -1.4
C 0.55374 -0.64101 -1.06766 -1.5 1.6 0.6
C 0.08462 -0.36717 0.36422 3.3 -1.5 1.1
O 0.73444 -0.99608 1.25889 -0.6 -0.4 0.8
O -0.72989 0.50334 0.70116 -2.0 1.2 -0.2
H 0.52560 0.37283 -1.46695 0.1 -0.1 -0.7
H -0.27499 -1.19403 -1.50978 0.4 -0.2 -0.5
H 1.55921 -1.04433 -1.18793 -0.5 -0.3 0.3
C -3.60430 0.26276 -2.20359 0.5 1.0 -1.1
C -4.58615 -0.47884 -2.86072 1.1 0.0 1.7
C -4.32172 -1.07502 -4.07926 -1.6 -0.1 -0.5
C -3.14405 -0.89802 -4.74093 1.7 1.9 2.7
C -2.11726 -0.09610 -4.06097 -1.5 -0.1 -1.4
C -2.41525 0.60741 -2.88274 -0.2 -2.1 -0.7
N -2.95987 -1.37663 -6.08231 0.3 -1.0 -2.1
O -3.69560 -2.26746 -6.54600 0.8 1.4 1.2
O -2.06030 -0.84725 -6.73375 -0.7 -0.4 0.6
H -3.71424 0.72205 -1.23232 -0.5 -0.1 0.1
H -5.49408 -0.67915 -2.31122 -0.2 -0.1 -0.3
H -5.15735 -1.58181 -4.53892 0.2 -0.3 -0.3
H -1.18511 0.04594 -4.58759 0.1 0.2 0.0
H -1.69087 1.28671 -2.45820 0.1 -0.1 0.1
C -4.04781 2.09285 3.82674 1.2 1.4 0.3
O -2.72223 2.14476 3.26296 0.9 -0.6 -0.1
C -2.03371 3.40420 3.44339 -0.2 0.1 1.1
C -0.67152 3.48104 2.78952 0.1 -1.9 -1.6
O 0.28420 2.44943 3.21647 -1.2 0.2 0.7
C 1.47303 2.35669 2.40098 -0.6 0.7 0.2
H -3.92508 2.28028 4.89347 -0.4 -0.1 0.2
H -4.52166 1.12711 3.65094 0.1 0.2 -0.3
H -4.55939 2.95774 3.40444 -0.7 -0.4 0.0
H -1.90484 3.65253 4.49688 -0.3 -0.4 0.4
H -2.69613 4.17545 3.05035 0.3 0.2 -0.3
H -0.27453 4.49437 2.85004 0.1 -0.1 0.2
H -0.87185 3.21554 1.75151 0.2 0.4 -0.5
H 1.90831 3.35546 2.43414 0.4 -0.1 -0.4
H 1.20314 2.04369 1.39237 0.1 0.1 -0.1
H 2.14287 1.62566 2.85377 -0.2 0.1 0.1
C 1.46614 -2.35839 4.66721 -0.1 -0.1 -0.2
O 1.10611 -0.99069 4.91412 0.4 1.3 -0.2
C 1.20975 -0.49882 6.27482 -1.2 0.0 -0.2
C 0.76315 0.99474 6.34339 2.9 -0.4 -0.6
O -0.47179 1.25387 5.79500 -0.7 -0.7 -1.2
C -1.49172 1.06663 6.70534 -1.8 0.5 1.6
H 2.38087 -2.71198 5.14297 -0.2 0.3 0.6
H 1.69579 -2.49928 3.61103 -0.4 0.4 -0.2
H 0.59579 -2.95783 4.93415 0.2 -0.5 0.2
H 2.22820 -0.57954 6.65476 0.0 -0.2 0.0
H 0.49844 -1.12134 6.81759 0.3 -0.1 0.7
H 1.52305 1.52561 5.76995 -0.2 0.1 -0.7
H 0.89823 1.51329 7.29258 -0.3 -0.7 0.6
H -1.50823 1.91388 7.39091 -0.2 0.2 0.1
H -1.51021 0.19203 7.35560 0.9 -0.5 -0.2
H -2.47154 1.00751 6.23147 0.0 0.3 -0.5
C 3.65830 -4.25409 -1.35479 1.5 0.4 0.8
O 2.28471 -4.57732 -1.17860 1.5 0.9 0.5
C 1.82661 -3.77030 -0.08224 -1.4 -1.9 1.4
C 1.49287 -4.69417 1.16752 -0.5 0.6 -1.1
O 2.54585 -4.98613 2.02225 1.3 0.5 0.6
C 2.87838 -6.32577 2.04236 1.5 -1.4 0.7
H 4.19093 -4.58252 -2.24728 -1.1 0.2 -0.6
H 4.37836 -4.58472 -0.60627 -0.5 -1.4 0.9
H 3.84917 -3.21541 -1.08492 -0.4 0.7 -1.3
H 0.89165 -3.31484 -0.40858 0.0 0.1 0.1
H 2.51329 -2.99627 0.26049 0.1 0.0 -0.3
H 1.11973 -5.65253 0.80640 -0.5 0.2 -0.3
H 0.76940 -4.24245 1.84622 -0.6 0.4 -0.5
H 3.43026 -6.64558 1.15848 -0.6 -0.1 -0.6
H 2.07452 -6.99842 2.34145 -0.5 0.1 -0.6
H 3.61350 -6.56280 2.81146 0.2 0.7 0.4
C 0.43878 3.80993 -7.96800 -1.3 -0.1 -1.2
O 1.23893 4.12621 -6.88776 0.6 0.0 0.3
C 2.15709 3.11522 -6.53045 0.5 0.2 0.3
C 1.52594 1.82899 -6.08441 -2.0 -0.9 -0.2
O 0.40065 2.03323 -5.23228 0.5 0.1 0.7
C 0.65691 2.70638 -4.04120 -1.3 1.4 1.1
H -0.14768 4.66904 -8.29370 0.1 0.3 0.5
H -0.28211 3.02052 -7.75525 0.0 -0.2 0.2
H 0.94713 3.52943 -8.89050 0.7 -0.3 0.1
H 2.75065 3.56793 -5.73619 0.1 -0.1 0.0
H 2.84006 2.85100 -7.33781 0.1 0.2 -0.3
H 2.16492 1.03690 -5.69403 0.7 0.4 0.2
H 0.98452 1.33006 -6.88817 0.5 0.1 -0.6
H 0.82358 2.13393 -3.12872 0.6 -0.9 -0.3
H -0.25737 3.23087 -3.76351 -0.5 0.0 -0.2
H 1.33653 3.55856 -4.04210 0.6 -0.3 -0.6
```
Forces are in eV/Å.

Summary:
DFT total energy	-1925.9467	Ha
LUMO energy	-3.36	eV
M	679.971	g mol⁻¹
charge	+1

---

2 unconnected molecules or ions with the total composition C30H36BF3O4, computed with ωB97M-V/def2-TZVPD.

The geometry in XYZ format:
```
74
Properties=species:S:1:pos:R:3:forces:R:3
C 4.80351 -3.79790 -0.53165 0.1 -0.4 0.2
C 3.39999 -3.49693 -1.00586 -0.1 -0.2 0.2
C 3.13703 -4.09616 -2.40471 0.0 0.0 0.3
O 3.31832 -2.05954 -1.18048 -1.2 -0.4 -0.3
B 1.94208 -1.88501 -1.13541 -0.3 0.9 1.4
C 1.17395 -0.80642 -1.93275 -0.6 0.4 0.1
C 1.85745 0.26589 -2.53280 -0.1 -0.3 -0.3
C 1.22715 1.03429 -3.50349 -0.1 -0.1 0.2
C -0.09602 0.75559 -3.83975 -0.1 -0.1 -0.1
C -0.72997 1.52925 -4.96772 -0.4 0.6 -0.1
F -2.10071 1.51228 -4.89472 1.0 0.0 -0.2
F -0.34587 2.84039 -4.94648 -0.3 -1.0 -0.2
F -0.39498 1.03250 -6.19423 -0.3 0.4 0.8
C -0.83238 -0.21734 -3.16535 0.2 0.0 0.5
C -0.21719 -0.96501 -2.15166 0.5 0.3 -0.8
O 1.26818 -2.72918 -0.26343 0.9 0.0 -1.0
C 2.22028 -3.78290 0.04752 0.0 0.0 0.0
C 1.44550 -5.08639 -0.10666 0.0 -0.2 -0.2
C 2.64899 -3.62350 1.50550 0.1 0.0 0.0
H 4.96055 -4.88139 -0.52519 0.1 0.1 0.1
H 5.53083 -3.33930 -1.21242 -0.2 -0.1 0.1
H 4.98794 -3.41369 0.47782 -0.1 0.0 -0.3
H 3.35689 -5.17144 -2.42885 -0.1 0.2 0.0
H 2.09894 -3.93009 -2.73533 0.3 -0.1 0.2
H 3.78517 -3.57351 -3.12084 -0.1 -0.2 0.2
H 2.90097 0.46141 -2.26501 -0.4 -0.2 -0.2
H 1.74996 1.82620 -4.02408 0.0 0.0 0.1
H -1.87853 -0.37590 -3.41818 0.2 0.1 0.1
H -0.80567 -1.70080 -1.59199 0.4 0.2 -0.3
H 2.10814 -5.95511 -0.00465 -0.1 0.1 -0.1
H 0.68723 -5.13887 0.69138 0.3 0.0 -0.3
H 0.91487 -5.12662 -1.07144 0.3 0.0 0.3
H 3.31862 -4.43861 1.80123 0.0 0.1 -0.1
H 3.15498 -2.66844 1.68312 -0.1 -0.1 -0.1
H 1.76956 -3.67625 2.15794 0.1 0.1 -0.2
C 2.20264 1.46918 1.65541 0.2 -0.7 -0.5
C 0.76189 0.95035 1.75655 1.7 -2.3 -0.7
C -0.21739 2.05765 1.84468 -0.7 1.1 0.1
C -0.68344 2.48275 0.43600 0.9 -0.7 -0.1
C 0.04854 3.41420 -0.33762 -0.7 0.3 0.1
C -0.46384 3.87462 -1.55440 -0.5 0.2 -0.2
C -1.72637 3.43328 -2.00143 0.4 -0.9 0.5
O -2.25366 4.02886 -3.10423 -0.5 0.3 0.1
C -3.66824 3.89635 -3.34949 0.7 -0.2 0.0
C -2.28220 2.29847 -1.37316 0.1 0.2 -0.6
C -1.67560 1.76953 -0.23552 -0.6 0.5 0.3
C -1.24336 1.66661 2.90909 -0.2 -0.2 -0.1
C -0.70808 1.04581 4.07140 -0.2 -0.3 0.0
C -1.49680 0.50460 5.06320 -1.0 0.4 -0.3
C -2.89632 0.65332 4.94144 0.4 0.6 -0.9
O -3.62782 0.37466 6.05062 -0.8 -0.1 -0.3
C -5.02040 0.68293 5.90429 0.4 -0.2 0.0
C -3.45384 1.16835 3.73692 0.2 -0.2 0.9
C -2.62983 1.72457 2.74670 0.4 -0.4 0.4
H 2.43339 2.23673 2.42362 -0.2 -0.6 -0.2
H 2.82790 0.55825 1.80237 0.2 1.0 -0.3
H 2.39075 1.93903 0.66691 0.1 -0.4 0.5
H 0.49871 0.27515 0.90262 0.4 0.7 0.2
H 0.76060 0.18360 2.56755 -0.2 1.0 -0.4
H 0.33736 2.92520 2.22468 -0.2 0.0 0.1
H 1.00871 3.81455 0.00456 -0.5 -0.1 0.1
H 0.04122 4.62295 -2.17938 -0.1 -0.3 0.5
H -3.93860 4.72132 -4.00581 0.0 0.0 0.1
H -3.86980 2.95772 -3.87025 -0.1 0.0 0.1
H -4.24578 3.94434 -2.42181 0.1 0.0 0.0
H -3.14651 1.79520 -1.81665 0.3 0.2 0.1
H -2.02261 0.81355 0.16987 -0.1 0.5 0.0
H 0.36720 0.87787 4.20730 -0.5 0.5 -0.2
H -1.07684 -0.02601 5.91817 -0.1 0.3 -0.1
H -5.47225 0.60125 6.88969 0.1 0.0 0.0
H -5.12510 1.70217 5.50950 -0.1 -0.2 0.2
H -5.47820 -0.03252 5.20781 -0.1 0.2 0.2
H -4.53385 1.11483 3.58292 0.5 0.3 0.0
H -3.08791 2.15716 1.84657 0.3 -0.3 0.5
```
Forces are in eV/Å.

Summary:
structure (SMILES)	CC1(C)OB(c2ccc(C(F)(F)F)cc2)OC1(C)C.CCC(c1ccc(OC)cc1)c1ccc(OC)cc1
DFT total energy	-1790.2428	Ha
LUMO energy	0.47	eV
relative energy (zero: lowest compared OMol25 entry of this formula, charge and spin)	0.0	kcal/mol
M	528.420	g mol⁻¹
charge	0

---

A molecular structure, C6H10N2, computed with ωB97M-V/def2-TZVPD.

The geometry in XYZ format:
```
18
Properties=species:S:1:pos:R:3:forces:R:3
C 1.18020 -0.37172 0.52952 -2.1 3.0 0.6
C 1.57150 0.81057 -0.22387 -0.2 -3.7 2.3
C -0.05806 0.06726 0.77581 -2.1 -2.2 0.8
C 1.79623 -1.56702 1.15671 0.0 -4.3 -0.6
C -2.46726 0.27136 -1.05717 -1.2 -0.8 -0.9
C -2.35941 0.75476 0.37526 0.1 1.5 -1.8
N -1.14509 0.52200 1.05959 1.3 -0.1 1.1
N 2.68790 0.86428 -0.88748 4.3 2.9 -3.4
H 1.96946 -2.39816 0.31997 -0.6 1.5 1.5
H 1.16966 -2.13691 1.97397 0.7 1.5 -1.7
H 2.79218 -1.60341 1.59478 0.1 1.2 0.0
H -3.50051 0.40448 -1.44025 0.2 -0.1 0.6
H -1.93883 0.85859 -1.79014 1.0 0.0 0.0
H -2.28955 -0.81468 -1.17574 0.3 0.6 0.1
H -3.27131 0.47090 0.85133 -0.2 -0.4 1.2
H -2.33349 1.85957 0.34213 -0.7 -0.3 -0.1
H 3.40688 0.15663 -1.19887 -1.9 1.0 0.5
H 2.78951 1.85152 -1.20557 1.0 -1.5 0.0
```
Forces are in eV/Å.

Summary:
DFT total energy	-343.8672	Ha
LUMO energy (alpha / beta)	0.94 / -0.57	eV
relative energy (zero: lowest compared OMol25 entry of this formula, charge and spin)	49.2	kcal/mol
M	110.160	g mol⁻¹
spin multiplicity	3
charge	0

---

Question: Look up the DFT total energy of the first one.
Answer: -1925.9467 Ha